one:
The following is a DFT calculation (the ωB97M-V functional and the def2-TZVPD basis) of an isolated molecule of C3H5FO.

CARTESIAN COORDINATES (ANGSTROEM)
C 1.63077 0.28626 -0.05607
C 0.43666 -0.22320 -0.20592
F 0.15446 -1.00854 -1.24912
C -0.89514 0.03092 0.51659
O -1.85602 0.24734 -0.40926
H 2.28829 0.36658 -0.87596
H 1.94761 0.85970 0.81752
H -0.99853 -0.87807 1.12729
H -0.69447 0.89755 1.22449
H -2.01363 -0.57855 -0.88956

Results
LUMO energy: 0.9250 eV
spin multiplicity: 1
frontier orbital gap: 10.60 eV
M: 76.070 g mol⁻¹
total charge: 0


two:
The following is a DFT calculation (the ωB97M-V functional and the def2-TZVPD basis) of a cluster of 2 separate species, C3H5FO in total.

CARTESIAN COORDINATES (ANGSTROEM)
C -0.36980 -0.50206 1.13241
C -3.37782 -0.36481 -1.19026
C -0.13465 0.19247 -0.10761
O -2.45399 -0.30469 -1.87174
F -3.36635 0.50123 -0.10387
H -0.43033 -1.52458 0.77357
H -4.35682 -0.90980 -1.28614
H -1.20532 0.34946 -0.29671
H 0.23456 -0.39158 -0.89747
H 0.36416 1.03850 0.03983

Results
LUMO energy: 0.3087 eV
spin multiplicity: 1
frontier orbital gap: 8.82 eV
M: 76.070 g mol⁻¹
total charge: 0


It is one that is the most stable of them.


one:
The following is a DFT calculation (the ωB97M-V functional and the def2-TZVPD basis) of a cluster of 2 separate species, C3H3BrO in total.

CARTESIAN COORDINATES (ANGSTROEM)
C 1.04423 0.85992 -0.87323
C 0.01783 2.88048 -1.22163
C -0.00938 0.09032 -0.27062
O 0.58304 3.85293 -1.41499
Br 1.68602 0.14037 -2.41002
H 0.04289 0.68261 0.57882
H 0.16700 -0.94427 -0.12272
H -0.88154 0.19173 -0.88564

Results
LUMO energy (alpha / beta): -0.8329 / -0.8337 eV
spin multiplicity: 1
frontier orbital gap (alpha / beta): 7.66 / 7.66 eV
M: 134.960 g mol⁻¹
total charge: 0


two:
The following is a DFT calculation (the ωB97M-V functional and the def2-TZVPD basis) of a cluster of 3 separate species, C3H3BrO in total.

CARTESIAN COORDINATES (ANGSTROEM)
C -2.71126 0.64209 0.27799
C -2.29134 -0.28784 -0.31187
C 1.05830 -1.98428 -0.45871
O 1.58921 -1.28626 0.22796
Br 4.17435 0.79243 -0.16866
H -3.21673 1.55048 0.42166
H 3.19960 1.77754 0.47698
H -1.80214 -1.20417 -0.46534

Results
LUMO energy: 0.4526 eV
spin multiplicity: 1
frontier orbital gap: 11.41 eV
M: 134.960 g mol⁻¹
total charge: 0


three:
The following is a DFT calculation (the ωB97M-V functional and the def2-TZVPD basis) of a cluster of 2 separate species, C3H3BrO in total.

CARTESIAN COORDINATES (ANGSTROEM)
C 0.52544 0.89206 1.46074
C -0.34397 0.52948 0.75602
C -1.14891 0.07733 -0.30586
O -1.88580 0.73843 -1.07701
H 1.36067 1.20635 1.98593
H -1.06727 -1.00201 -0.53277
Br 1.65194 -0.92901 -1.61026
H 0.90789 -1.51263 -0.67679

Results
LUMO energy: -0.3705 eV
spin multiplicity: 1
frontier orbital gap: 10.26 eV
M: 134.960 g mol⁻¹
total charge: 0


It is two that is the most stable of them.


one:
The following is a DFT calculation (the ωB97M-V functional and the def2-TZVPD basis) of the ion C5H12O with charge +1.

CARTESIAN COORDINATES (ANGSTROEM)
C -1.27914 -1.45073 -0.26829
O -2.47584 -0.89145 -0.47887
C 0.00160 -0.62371 -0.83768
C 0.19641 0.68260 -0.09805
C 1.63235 1.12143 -0.47180
C 0.17887 0.49466 1.43700
H -1.29174 -2.41121 -0.78518
H -1.08893 -1.65570 0.80124
H -2.61165 -0.02190 -0.05966
H -0.15855 -0.55603 -1.90748
H 0.86489 -1.25681 -0.71390
H -0.53402 1.43122 -0.39737
H 1.73890 1.58009 -1.45332
H 2.02236 1.79573 0.29117
H 2.34114 0.28641 -0.45039
H 0.83844 -0.32241 1.71959
H -0.82558 0.33591 1.84295
H 0.45049 1.46189 1.83005

Results
LUMO energy (alpha / beta): -3.3083 / -9.6235 eV
spin multiplicity: 2
frontier orbital gap (alpha / beta): 12.96 / 6.77 eV
M: 88.150 g mol⁻¹
total charge: +1


two:
The following is a DFT calculation (the ωB97M-V functional and the def2-TZVPD basis) of a cluster of 2 separate species, C5H12O in total.

CARTESIAN COORDINATES (ANGSTROEM)
C 1.65030 -1.15406 2.10202
C 2.92515 -0.88470 1.32286
C 4.17409 -1.72432 1.72820
H 1.66046 -1.35437 3.17221
H 0.89184 -0.56266 1.61449
H 1.26279 -2.18962 1.79728
H 2.63712 -1.27312 0.32182
H 3.33601 0.17140 1.24319
H 4.80413 -1.92138 0.84685
H 3.69982 -2.62199 2.13520
H 4.75853 -1.14495 2.47195
C -3.65907 2.60448 -2.91787
C -4.65278 1.74726 -2.57121
O -5.85832 1.86525 -3.11384
H -2.88080 2.47369 -2.20290
H -3.67609 3.32490 -3.72089
H -4.54311 1.00073 -1.79085
H -6.53007 1.64347 -2.43850

Results
LUMO energy (alpha / beta): -5.2914 / -9.2887 eV
spin multiplicity: 2
frontier orbital gap (alpha / beta): 7.23 / 3.23 eV
M: 88.150 g mol⁻¹
total charge: +1


It is one that is the most stable of them.


one:
The following is a DFT calculation (the ωB97M-V functional and the def2-TZVPD basis) of a structure of composition CH4INS.

CARTESIAN COORDINATES (ANGSTROEM)
C 0.04003 0.66926 -0.22050
N -0.97852 -0.11119 0.37909
S -0.36892 -2.24008 -0.06822
I -2.94484 0.04060 -0.00098
H -0.34999 1.61862 -0.25680
H 0.84923 0.42440 0.38804
H 0.30558 0.54380 -1.33226
H -1.22961 -2.86708 0.75865

Results
LUMO energy (alpha / beta): -1.2363 / -1.2368 eV
spin multiplicity: 1
frontier orbital gap (alpha / beta): 7.56 / 7.56 eV
M: 189.021 g mol⁻¹
total charge: 0


two:
The following is a DFT calculation (the ωB97M-V functional and the def2-TZVPD basis) of a structure of composition CH4INS.

CARTESIAN COORDINATES (ANGSTROEM)
C 0.01834 -0.44423 0.98342
N -0.38838 0.20510 -0.36831
S 0.88840 1.17839 -0.94317
I -1.11534 -1.15042 -1.83451
H -0.94096 -0.63506 1.57355
H 0.63178 -1.41616 0.81974
H 0.65694 0.26109 1.65200
H 0.24923 2.00129 -1.88272

Results
LUMO energy: -0.6071 eV
spin multiplicity: 1
frontier orbital gap: 7.82 eV
M: 189.021 g mol⁻¹
total charge: 0


It is two that is the most stable of them.


one:
The following is a DFT calculation (the ωB97M-V functional and the def2-TZVPD basis) of the ion HN5OS with charge -2.

CARTESIAN COORDINATES (ANGSTROEM)
N 2.05799 -1.46996 -0.61447
N 1.31917 0.28040 0.57956
N 0.17941 -0.33381 0.37692
N -0.11080 -1.57088 0.32792
N 2.29733 -0.50696 0.04110
O -1.35267 -1.83753 0.24944
S 3.95785 0.15156 0.04526
H -0.63389 0.36661 0.56495

Results
LUMO energy: 6.7674 eV
spin multiplicity: 1
frontier orbital gap: 4.56 eV
M: 119.109 g mol⁻¹
total charge: -2


two:
The following is a DFT calculation (the ωB97M-V functional and the def2-TZVPD basis) of the ion HN5OS with charge -2.

CARTESIAN COORDINATES (ANGSTROEM)
N 1.35914 -2.39498 1.61626
N 0.04952 -1.41972 0.03741
N -0.06355 -0.22311 0.53852
N 0.47570 0.47376 1.48682
N 0.86895 -2.42508 0.54624
O 0.07805 1.75736 1.40913
S 1.09927 -3.79967 -0.76937
H -0.73564 0.18255 -0.07910

Results
LUMO energy (alpha / beta): 6.6888 / 6.6887 eV
spin multiplicity: 1
frontier orbital gap (alpha / beta): 5.43 / 5.43 eV
M: 119.109 g mol⁻¹
total charge: -2


It is two that is the most stable of them.


one:
The following is a DFT calculation (the ωB97M-V functional and the def2-TZVPD basis) of a cluster of 2 separate species, C2H6N2O2 in total.

CARTESIAN COORDINATES (ANGSTROEM)
C 2.21790 -0.01255 -0.00160
N 1.05453 -0.84082 -0.00903
N -0.18457 -0.46502 0.21411
O -0.30276 0.73616 0.47024
H 2.17184 0.64988 -0.93919
H 3.10158 -0.64164 -0.02453
H 2.05896 0.57770 0.90017
H 1.39369 -1.83885 -0.17380
C -2.87154 0.43454 -0.11409
O -3.35281 -0.61555 0.24460
H -2.16819 0.61040 -0.97569
H -3.11864 1.40575 0.40882

Results
LUMO energy: 0.6502 eV
spin multiplicity: 1
frontier orbital gap: 10.06 eV
M: 90.082 g mol⁻¹
total charge: 0


two:
The following is a DFT calculation (the ωB97M-V functional and the def2-TZVPD basis) of a cluster of 3 separate species, C2H6N2O2 in total.

CARTESIAN COORDINATES (ANGSTROEM)
C 0.52927 0.51047 0.32806
C 0.66090 -1.00873 0.12706
H -0.61733 2.05801 -0.63961
H -0.12962 1.00022 -1.64772
H 1.56566 0.71366 0.28981
H -1.06052 1.40699 1.76073
H -0.82499 -2.49907 -0.94794
H -1.16154 -0.90495 -0.15813
N -0.39014 0.98260 -0.67654
N -0.49214 -1.63785 0.19562
O 0.16470 0.96967 1.60572
O 1.75576 -1.59103 -0.23706

Results
LUMO energy: -0.2330 eV
spin multiplicity: 1
frontier orbital gap: 9.36 eV
M: 90.082 g mol⁻¹
total charge: 0


three:
The following is a DFT calculation (the ωB97M-V functional and the def2-TZVPD basis) of an isolated molecule of C2H6N2O2.

CARTESIAN COORDINATES (ANGSTROEM)
N 0.74988 -0.91753 -0.42329
N -0.28718 -0.19303 0.09628
C -1.09697 -0.63717 1.07609
O -1.80362 -0.02236 1.82358
C -0.14477 1.51424 -0.32721
O 0.92711 2.01279 0.34884
H 1.46479 -1.00700 0.22694
H 0.54249 -1.61191 -1.08270
H -0.97982 -1.84503 1.12267
H -1.07686 1.88214 -0.12847
H -0.03372 1.45271 -1.49471
H 0.69224 2.07200 1.25913

Results
LUMO energy: 0.7635 eV
spin multiplicity: 1
frontier orbital gap: 10.18 eV
M: 90.082 g mol⁻¹
total charge: 0


It is three that is the most stable of them.


one:
The following is a DFT calculation (the ωB97M-V functional and the def2-TZVPD basis) of an isolated molecule of C3H7BO2.

CARTESIAN COORDINATES (ANGSTROEM)
C -0.43350 0.56769 2.27610
B -0.07930 0.11472 0.60128
O 1.13428 -0.25194 0.15939
C 1.01075 -0.46200 -1.23360
C -0.40754 -0.16153 -1.56461
O -1.00064 0.23657 -0.36448
H -1.26175 -0.02192 2.78209
H -0.80449 1.54678 2.30961
H 0.51546 0.12265 2.78013
H 1.29905 -1.52673 -1.39935
H 1.65655 0.03301 -1.89177
H -0.56853 0.76069 -2.31446
H -1.06033 -0.95800 -2.14034

Results
LUMO energy: 0.7027 eV
spin multiplicity: 1
frontier orbital gap: 10.86 eV
M: 85.899 g mol⁻¹
total charge: 0


two:
The following is a DFT calculation (the ωB97M-V functional and the def2-TZVPD basis) of an isolated molecule of C3H7BO2.

CARTESIAN COORDINATES (ANGSTROEM)
C -1.94851 0.97851 -0.09073
C -1.26533 -0.13598 0.12423
O -1.70309 -1.38278 0.48419
B 0.40463 0.01986 0.00043
C 2.19411 -0.77980 0.32188
O 0.72651 1.06643 -0.80397
H -3.07152 1.02159 -0.12349
H -1.45966 1.97162 -0.62504
H -2.71689 -1.48117 0.69846
H 2.30275 -1.35453 -0.51517
H 2.78804 0.13035 0.35449
H 2.11694 -1.36365 1.28672
H 1.63204 1.30954 -1.11200

Results
LUMO energy: 0.5958 eV
spin multiplicity: 1
frontier orbital gap: 9.70 eV
M: 85.899 g mol⁻¹
total charge: 0


It is one that is the most stable of them.


one:
The following is a DFT calculation (the ωB97M-V functional and the def2-TZVPD basis) of a cluster of 2 separate species, CH3IS2 in total.

CARTESIAN COORDINATES (ANGSTROEM)
C 0.87457 0.32385 0.07450
S 0.30800 -1.35983 0.46773
S -1.00866 -1.70833 -0.97748
I -3.02176 0.75341 0.06841
H 1.32802 0.56653 1.07354
H -0.04841 0.91757 0.03042
H 1.56823 0.50680 -0.73712

Results
LUMO energy (alpha / beta): -2.1860 / -2.7993 eV
spin multiplicity: 1
frontier orbital gap (alpha / beta): 7.23 / 6.34 eV
M: 206.073 g mol⁻¹
total charge: 0


two:
The following is a DFT calculation (the ωB97M-V functional and the def2-TZVPD basis) of an isolated molecule of CH3IS2.

CARTESIAN COORDINATES (ANGSTROEM)
C -0.01368 -0.83488 0.08611
S 0.38286 1.05512 -0.05325
S 0.36289 1.22962 1.86369
I -0.71025 1.82044 -2.29230
H -1.00786 -1.01833 0.38103
H 0.73357 -0.99308 0.85776
H 0.25247 -1.25887 -0.84305

Results
LUMO energy (alpha / beta): -2.1617 / -2.2553 eV
spin multiplicity: 1
frontier orbital gap (alpha / beta): 6.49 / 6.59 eV
M: 206.073 g mol⁻¹
total charge: 0


It is one that is the most stable of them.